No. 1
Molecular formula: C19H17NO5
Method: DFT, the ωB97M-V functional and the def2-TZVPD basis

Geometry as XYZ:
```
42
Properties=species:S:1:pos:R:3:mulliken_charge:R:1
C -2.4527 -2.9489 -1.1799 -1.495
C -1.9307 -1.5407 -0.9247 0.574
C -0.3957 -1.5087 -1.1518 -0.711
C 0.4114 -2.0243 0.1232 0.029
C 1.6577 -2.7598 -0.2191 -0.994
C 2.8290 -2.0335 -0.3685 -0.437
C 2.9861 -0.7720 0.0969 1.136
C 4.2672 -0.1266 -0.1257 -1.284
C 4.4996 1.1654 0.4380 -1.208
C 3.4178 1.9114 0.8793 0.873
C 3.6465 3.3227 1.3514 0.727
O 2.8155 3.7653 2.1365 -0.641
O 4.7528 4.0008 0.9035 -0.454
C 2.1064 1.2983 1.0029 0.107
O 1.0878 1.9429 1.7112 -0.594
C 1.9572 -0.0790 0.7502 -0.100
N 0.7564 -0.7995 0.9138 -0.166
C -2.6338 -0.4535 -0.4951 0.959
C -2.0261 0.8880 -0.5306 0.071
C -2.8128 2.0442 -0.4190 -0.927
C -4.2144 1.8984 -0.3308 0.736
O -4.9181 2.9171 -0.2716 -0.689
C -4.8904 0.6272 -0.0597 0.009
O -6.2363 0.5454 0.3692 -0.567
C -4.0538 -0.4745 -0.2248 -0.758
H -2.6707 -3.1153 -2.2698 0.320
H -1.7109 -3.7032 -0.6470 0.266
H -3.4600 -3.0418 -0.8769 0.431
H -0.3438 -2.2413 -2.0422 0.414
H 0.0724 -0.5093 -1.4272 0.443
H -0.2785 -2.6643 0.8038 0.487
H 1.5565 -3.8389 -0.3372 0.425
H 3.6926 -2.7109 -0.4731 0.317
H 5.0692 -0.5336 -0.6260 0.524
H 5.3300 1.7185 0.2549 0.374
H 5.3656 3.3910 0.5156 0.276
H 1.3230 2.9101 1.8852 0.418
H 0.1799 -0.5483 1.7546 0.304
H -0.9074 1.0119 -0.6191 -0.211
H -2.5817 3.0293 -0.5953 0.488
H -6.6344 1.4428 0.5106 0.338
H -4.6286 -1.4028 -0.1855 0.193
```

The spin multiplicity is 1. Its net charge is 0. Its frontier orbital gap is 7.3988 eV. For the electronic energy, the calculation gives -31702.878 eV. For the molecular weight, the calculation gives 339.35 g mol⁻¹.


No. 2
Molecular formula: C21H27N3O3S
Method: DFT, the ωB97M-V functional and the def2-TZVPD basis

Geometry as XYZ:
```
55
Properties=species:S:1:pos:R:3:mulliken_charge:R:1
C 2.1219 5.3266 -0.8697 -1.527
C 1.1248 4.3780 -0.5357 0.891
O -0.0383 4.7555 -0.6967 -0.599
C 1.4405 3.0571 0.0508 0.724
C 0.4137 2.1371 0.5222 -0.269
C 0.6462 1.0177 1.3152 -1.204
C 1.9195 0.5316 1.4095 -0.088
C 2.9903 1.4350 0.5427 -1.516
C 2.6496 2.6576 -0.0105 -0.711
H 3.5297 3.1696 -0.3735 0.347
H 3.9662 1.2454 0.7160 0.835
S 2.2977 -0.8426 1.8728 1.352
O 1.3965 -1.4177 2.8153 -0.759
O 3.7908 -0.8047 2.4350 -0.842
N 2.2903 -2.0960 0.6557 0.405
C 0.9216 -2.5249 0.4666 -2.315
H 0.3561 -2.5163 1.2390 0.701
C 0.5060 -1.7461 -0.8199 1.717
N -0.6798 -1.8733 -1.4702 0.261
C -1.8820 -1.0924 -0.8068 -0.649
H -2.7523 -1.2846 -1.6853 0.327
H -1.6450 -0.0033 -0.8557 0.211
C -2.3593 -1.2755 0.5747 -0.110
C -3.5739 -0.4308 0.9670 -0.010
N -4.6808 -0.6779 0.0355 -0.390
C -5.6430 -0.0422 0.4417 -0.156
C -5.6687 0.9494 1.1432 -0.299
C -4.4263 1.6851 1.6535 -0.839
C -3.4410 0.6693 1.6186 0.222
H -2.3687 0.9371 1.9945 0.145
H -4.3650 2.5596 2.1862 0.492
H -6.5947 1.7161 1.1348 0.210
H -6.6186 -0.3810 0.0322 0.321
H -1.5759 -1.3417 1.2160 0.475
H -2.7234 -2.4895 0.6018 0.197
C -1.0969 -3.1739 -1.4901 -0.956
H -0.3355 -3.8921 -2.2555 0.198
H -2.0680 -3.4239 -1.8277 0.497
H -1.3017 -3.8423 -0.5497 0.253
C 1.4866 -1.7690 -1.9013 -1.596
H 1.3801 -1.4314 -2.7323 0.872
C 2.8192 -1.3290 -1.2588 -0.920
C 3.2436 -2.1816 -0.1825 -0.964
H 4.1873 -1.8593 0.2731 0.325
H 3.4251 -3.1336 -0.5112 0.567
H 3.8825 -1.6382 -2.2656 0.264
H 2.9860 -0.4367 -1.2643 0.782
H 1.8066 -3.1028 -2.2111 0.294
H 0.5795 -0.5365 -0.7406 -0.966
H 0.9080 -3.4937 0.1498 0.607
H -0.0154 0.5486 1.7103 1.756
H -0.6006 2.7317 0.6141 0.252
H 2.9408 5.5704 -0.2267 0.403
H 2.6978 4.8087 -1.6816 0.359
H 1.7500 6.1979 -1.1647 0.422
```

The spin multiplicity is 1. Its net charge is 0. Its frontier orbital gap is 6.5910 eV. For the electronic energy, the calculation gives -43643.583 eV. For the molecular weight, the calculation gives 401.53 g mol⁻¹.


No. 3
Molecular formula: C17H28HgN2Si
Method: DFT, the ωB97M-V functional and the def2-TZVPD basis

Geometry as XYZ:
```
49
Properties=species:S:1:pos:R:3:mulliken_charge:R:1
C 0.6264 -0.5775 -3.4254 -0.241
C 0.2417 2.9278 -3.8530 -0.426
C -0.6024 -0.5850 -4.0325 -0.464
H 1.2593 -1.5171 -3.5381 0.437
C -0.6833 2.7227 -2.8951 -0.413
H 0.3893 3.9287 -4.3118 0.360
H -0.8429 -1.3994 -4.7542 0.313
H -1.2388 3.5731 -2.4494 0.360
C -1.6136 0.5066 -3.7967 -0.827
H -2.6220 0.0672 -3.6308 0.405
H -1.7490 1.1293 -4.7156 0.375
C 1.4374 0.7674 -3.3827 -0.379
H 2.5128 0.4961 -3.5375 0.389
H 1.4103 1.2405 -2.3672 0.233
C 1.0403 1.8006 -4.4341 -0.761
H 0.5260 1.3001 -5.2876 0.341
H 2.0217 2.2367 -4.7383 0.378
C -1.2468 1.4244 -2.5145 -0.210
H -2.2055 1.5950 -1.9632 0.422
H -0.5549 0.9012 -1.7903 -0.016
Hg 2.0087 -0.9566 0.0302 0.257
H 1.2712 -0.6713 -1.4629 0.130
C -0.0042 -4.7108 0.7811 -1.228
C 0.0057 -3.7454 1.9509 0.343
C -0.2077 -4.1938 3.2720 -0.374
C -0.3460 -3.2445 4.3027 -0.574
C -0.3316 -1.8817 4.0034 -0.374
C 0.0356 -1.4688 2.6569 0.279
N 0.2238 -2.4745 1.7276 -0.133
N 0.2754 -0.2651 2.2246 -0.142
Si 0.0789 1.3487 2.7138 0.029
C -1.5552 1.6531 3.6062 -1.046
C 1.5994 1.7926 3.7696 -1.033
C 0.0332 2.4069 1.1469 -0.854
H -0.9039 -4.5865 0.1621 0.245
H 0.8681 -4.5655 0.1326 0.268
H -0.0092 -5.7371 1.1457 0.362
H -0.2870 -5.2562 3.4335 0.319
H -0.4796 -3.5706 5.3286 0.400
H -0.5145 -1.0859 4.7313 0.319
H -1.9773 0.7193 4.0044 0.314
H -1.4480 2.3642 4.4387 0.352
H -2.2845 2.0810 2.9011 0.272
H 2.4028 2.1952 3.1306 0.262
H 1.3841 2.5485 4.5410 0.346
H 1.9878 0.8888 4.2724 0.303
H 0.8845 2.1739 0.4900 0.152
H -0.8948 2.2254 0.5818 0.123
H 0.0783 3.4784 1.4008 0.406
```

The spin multiplicity is 1. Its net charge is 0. Its frontier orbital gap is 4.8469 eV. For the electronic energy, the calculation gives -33111.998 eV. For the molecular weight, the calculation gives 489.10 g mol⁻¹.